# 1
ORCA calculation (ωB97M-V with the def2-TZVPD basis set) on a cluster of 7 separate species, C5H23NO6 in total.

SMILES string: C=C(CC)NC.O.O.O.O.O.O
LUMO: -0.056 eV
Spin multiplicity: 1
Charge: 0
Orbital gap: 8.8 eV

Each line ends with the natural charge from an NBO analysis.
Element x y z (Å)
O  -3.965  -0.126  1.535  -0.949
O  0.658  -1.986  -2.915  -0.950
O  2.195  0.141  -3.063  -0.947
O  -1.846  -0.594  -2.302  -0.950
O  -2.413  2.008  -1.415  -0.918
O  0.185  3.589  0.603  -0.974
N  -0.571  -1.240  0.852  -0.657
C  2.046  -0.455  2.630  -0.622
C  0.876  0.352  2.102  -0.466
C  0.423  -0.120  0.778  0.201
C  0.506  0.516  -0.365  -0.520
C  0.030  -2.521  1.268  -0.442
H  2.857  0.152  3.188  0.221
H  2.097  1.115  -3.313  0.475
H  -0.673  -3.429  1.118  0.215
H  -2.370  -0.147  -1.574  0.489
H  -3.128  0.068  2.088  0.486
H  -0.126  0.269  2.858  0.210
H  0.390  -0.015  -1.313  0.232
H  1.649  -1.846  -3.008  0.487
H  0.097  -2.520  2.475  0.190
H  -1.183  -0.077  -2.694  0.466
H  -2.010  1.778  -0.755  0.439
H  0.654  2.800  0.364  0.499
H  0.083  -1.204  -3.466  0.468
H  1.187  1.423  2.145  0.225
H  -3.762  -0.384  0.675  0.465
H  3.237  0.244  -2.908  0.476
H  0.846  1.441  -0.748  0.181
H  -1.178  -1.248  0.034  0.391
H  2.598  -1.010  1.856  0.215
H  0.479  4.380  0.701  0.472
H  -2.346  3.011  -1.426  0.482
H  0.910  -2.978  0.754  0.198
H  1.570  -1.386  3.242  0.215

---

# 2
ORCA calculation (ωB97M-V with the def2-TZVPD basis set) on a cluster of 9 separate species, C25H71N6O12 in total.

LUMO: 2.136 eV
Spin multiplicity: 1
Charge: -1
Orbital gap: 6.0 eV

Each line ends with the Mulliken charge.
Element x y z (Å)
O  39.360  15.828  -12.688  -0.437
O  39.991  9.124  -5.196  -0.145
O  34.413  9.129  -8.046  -0.456
O  40.020  12.957  -9.519  -1.215
O  42.571  13.418  -12.275  -0.270
O  38.469  13.204  -7.126  -0.576
O  40.371  6.092  -6.988  -0.715
O  37.887  15.069  -10.172  -0.472
O  36.289  11.798  -5.879  -0.382
O  42.335  12.821  -7.029  -0.613
O  37.166  8.193  -13.140  -0.354
O  38.393  5.490  -9.328  -0.596
N  40.583  6.361  -4.403  -0.674
N  33.282  11.272  -6.386  -0.754
N  43.247  11.696  -10.149  -0.296
N  41.252  10.846  -7.181  -0.047
N  42.085  11.538  -5.257  -0.330
N  36.091  10.329  -14.923  -0.829
C  39.256  10.563  -9.934  0.031
C  40.004  8.682  -3.851  -0.976
C  39.426  6.536  -9.251  -0.586
C  38.736  9.766  -5.511  -0.767
C  39.541  7.239  -3.829  0.576
C  35.444  11.582  -12.949  -1.456
C  36.190  9.138  -12.735  -0.231
C  38.053  16.208  -12.283  -0.635
C  32.121  12.125  -8.344  -1.522
C  37.318  15.168  -11.475  -0.095
C  39.719  7.038  -7.823  0.544
C  35.736  8.749  -8.424  0.158
C  37.103  6.817  -12.790  -0.681
C  43.955  9.942  -11.674  -1.350
C  36.212  13.192  -6.198  -0.806
C  43.750  11.428  -11.476  0.329
C  37.086  13.442  -7.512  0.378
C  39.353  12.002  -10.363  0.679
C  34.005  10.404  -8.605  0.149
C  36.299  10.460  -13.505  0.886
C  42.838  12.029  -12.562  -0.830
C  41.964  11.802  -6.531  0.353
C  41.942  14.060  -13.336  -0.731
C  39.160  6.694  -2.477  -1.775
C  32.886  10.909  -7.773  0.047
H  33.667  10.327  -9.640  0.399
H  36.899  14.456  -7.867  0.281
H  41.939  10.634  -4.836  0.156
H  40.154  5.446  -4.457  0.285
H  39.249  7.291  -10.018  0.223
H  35.666  11.855  -11.918  0.236
H  38.837  10.478  -8.929  -0.349
H  36.325  11.663  -4.929  0.170
H  40.393  6.129  -9.553  0.438
H  38.597  10.602  -4.824  0.373
H  40.051  15.962  -12.035  0.295
H  38.639  9.977  -10.618  0.225
H  33.293  10.339  -5.994  0.367
H  38.645  5.737  -2.557  0.426
H  36.466  9.449  -8.012  0.014
H  40.423  6.493  -6.109  0.536
H  31.220  12.399  -7.795  0.391
H  38.101  17.129  -11.701  0.301
H  42.346  13.901  -14.339  0.360
H  36.263  6.263  -13.213  0.347
H  36.304  15.574  -11.454  0.379
H  41.274  6.277  -3.668  0.291
H  42.993  9.460  -11.489  0.271
H  31.807  11.914  -9.367  0.386
H  42.087  15.120  -13.122  0.235
H  41.925  11.427  -12.549  0.242
H  36.011  8.784  -9.480  -0.182
H  44.717  9.500  -11.032  0.347
H  41.061  8.615  -3.589  0.388
H  35.462  12.491  -13.551  0.360
H  32.214  10.052  -7.693  0.420
H  39.939  6.696  -1.713  0.380
H  36.703  11.015  -15.341  0.287
H  37.261  6.661  -11.722  0.154
H  38.920  13.051  -7.969  0.308
H  40.732  11.218  -7.966  0.048
H  39.452  9.395  -3.238  0.475
H  43.232  11.780  -13.549  0.498
H  32.733  13.025  -8.276  0.246
H  44.705  11.919  -11.675  0.324
H  40.360  7.909  -7.969  0.069
H  35.997  7.720  -8.177  0.391
H  42.728  12.123  -4.744  0.226
H  34.266  11.494  -6.478  0.230
H  37.237  14.209  -11.989  0.027
H  43.933  11.267  -9.542  0.264
H  34.392  11.303  -13.025  0.373
H  40.211  10.034  -9.912  0.075
H  38.588  14.411  -10.087  0.277
H  37.347  10.735  -13.362  0.056
H  40.737  10.176  -6.628  0.302
H  36.272  9.337  -11.664  -0.395
H  35.179  13.476  -6.402  0.303
H  36.802  12.732  -8.290  -0.130
H  36.382  9.391  -15.160  0.295
H  39.812  12.034  -11.355  -0.140
H  34.819  11.130  -8.547  -0.192
H  42.414  11.120  -10.152  -0.050
H  38.306  12.291  -10.505  -0.254
H  38.806  7.360  -7.319  -0.098
H  38.647  7.191  -4.452  0.114
H  37.438  16.373  -13.169  0.340
H  36.570  13.871  -5.424  0.472
H  38.468  4.934  -10.107  0.289
H  38.443  7.383  -2.025  0.409
H  38.550  10.163  -6.508  -0.127
H  40.874  13.884  -13.479  0.254
H  37.955  6.347  -13.282  0.287
H  35.187  8.708  -12.793  0.572
H  37.995  8.975  -5.380  0.505
H  44.212  9.589  -12.675  0.401

---

# 3
ORCA calculation (ωB97M-V with the def2-TZVPD basis set) on a structure of composition C17H17Cl2N3O2PdS2.

<S²>: 2.034
LUMO (alpha / beta): 4.234 / 4.234 eV
Spin multiplicity: 3
Charge: -2
Orbital gap (alpha / beta): 4.2 / 4.2 eV

Each line ends with the Löwdin spin population.
Element x y z (Å)
Pd  -2.811  0.873  0.564  0.892
Cl  -1.263  2.632  4.306  0.034
Cl  -0.964  -1.841  1.134  0.025
S  -2.830  -3.293  -3.940  0.000
S  2.260  0.349  -2.901  0.000
O  0.863  4.615  1.442  0.000
O  -2.328  1.602  -1.456  0.096
N  -2.014  1.049  2.220  0.687
N  -1.479  -2.881  -1.833  0.000
N  1.309  -1.723  -1.720  0.000
C  1.625  2.463  0.662  0.000
C  -2.606  -3.513  -2.241  0.000
C  0.686  0.661  4.684  -0.009
C  -0.033  3.782  -0.658  -0.002
C  3.447  -1.092  -0.864  0.000
C  0.947  3.747  0.593  0.000
C  -0.713  0.690  2.686  0.052
C  -1.658  -2.015  -3.985  0.000
C  -3.501  -4.383  -1.472  0.000
C  2.326  -0.959  -1.718  0.000
C  -0.261  1.344  3.875  0.080
C  -0.993  -2.071  -2.787  0.000
C  0.621  -0.192  -3.322  0.000
C  1.152  -0.581  4.302  0.082
C  0.286  -1.300  -2.580  0.000
C  -0.366  -0.721  2.533  0.061
C  0.496  -1.324  3.306  0.003
H  4.447  -1.303  -1.231  0.000
H  0.224  4.876  -0.859  0.000
H  0.952  -2.282  3.117  -0.001
H  -1.237  -1.797  -5.000  0.000
H  2.598  2.736  0.311  0.000
H  1.448  1.523  0.187  0.000
H  -3.063  -4.465  -0.459  0.000
H  -0.082  0.417  -3.803  0.000
H  3.323  -1.906  -0.135  0.000
H  1.613  -1.138  5.191  0.005
H  0.578  0.884  5.694  -0.002
H  1.712  2.208  1.666  0.000
H  -4.586  -4.529  -1.733  0.000
H  -1.016  3.423  -0.553  -0.002
H  0.257  3.065  -1.361  0.000
H  3.510  -0.112  -0.373  0.000
H  -2.874  2.484  -1.489  -0.002

---

# 4
ORCA calculation (ωB97M-V with the def2-TZVPD basis set) on a structure of composition C27H28BrNO2PPt.

LUMO: -12.264 eV
Spin multiplicity: 1
Charge: +3
Orbital gap: 5.3 eV

Each line ends with the natural charge from an NBO analysis.
Element x y z (Å)
Pt  -0.621  -0.290  -0.142  1.479
Br  -1.536  -0.332  -2.567  0.373
P  -0.766  0.191  2.794  1.928
O  1.109  -0.179  -0.792  -0.523
O  0.070  -0.590  1.680  -0.961
N  -1.607  -1.977  -0.494  -0.426
C  -1.287  2.887  3.092  -0.172
C  -2.594  -3.077  -2.349  -0.223
C  1.412  3.554  2.813  -0.206
C  0.457  4.538  3.049  -0.119
C  -2.313  -4.218  -0.211  0.016
C  -0.504  0.040  5.485  -0.077
C  -0.326  1.897  2.851  -0.554
C  3.354  0.409  -0.492  -0.618
C  -3.668  0.641  -0.006  -0.101
C  -0.263  -2.024  6.691  -0.109
C  2.662  -2.011  -0.857  -0.632
C  -4.537  -0.915  1.611  -0.071
C  -0.370  -0.638  6.688  -0.204
C  -3.396  -0.783  2.412  -0.232
C  -2.007  -1.990  -1.767  0.134
C  -2.380  0.051  1.999  -0.262
C  2.334  -0.686  -0.196  0.072
C  -0.545  -0.688  4.292  -0.546
C  -4.666  -0.221  0.409  -0.207
C  -2.746  -4.202  -1.538  -0.076
C  -0.292  -2.748  5.503  -0.193
C  -2.512  0.793  0.787  -0.453
C  -2.452  -5.427  0.666  -0.652
C  -1.727  -3.056  0.287  0.071
C  -0.438  -2.088  4.297  -0.154
C  1.029  2.227  2.722  -0.108
C  -0.887  4.208  3.193  -0.188
H  4.313  0.084  -0.085  0.261
H  -3.306  -1.343  3.335  0.264
H  1.885  -2.753  -0.664  0.205
H  -5.574  -0.318  -0.172  0.269
H  -1.355  -2.969  1.299  0.242
H  -3.064  -5.202  1.541  0.252
H  1.774  1.454  2.577  0.221
H  2.455  3.824  2.718  0.253
H  0.764  5.572  3.127  0.257
H  -0.149  -2.549  7.630  0.257
H  -1.476  -5.764  1.017  0.260
H  3.471  0.560  -1.564  0.243
H  2.791  -1.891  -1.932  0.241
H  -1.618  4.980  3.388  0.256
H  -3.200  -5.092  -1.959  0.276
H  -3.814  1.255  -0.886  0.259
H  -0.337  -0.087  7.617  0.258
H  -0.448  -2.647  3.370  0.205
H  -0.567  1.121  5.476  0.231
H  3.595  -2.390  -0.440  0.264
H  -0.193  -3.824  5.524  0.249
H  2.178  -0.795  0.875  0.208
H  -2.906  -3.065  -3.385  0.293
H  -5.342  -1.562  1.939  0.264
H  3.074  1.350  -0.021  0.225
H  -1.929  1.706  0.649  0.292
H  -2.334  2.632  3.208  0.228
H  -2.920  -6.247  0.128  0.263

---

Result set for energy above the lowest of the compared OMol25 structures with the same formula, charge and spin: 6.6893; 2.1007; 0.0000; 0.0000 eV, one per record in the order listed.